w:
Here is a structure of composition C42H52BrFN9O3Rb from OMol25. Energies are from the ωB97M-V functional and the def2-TZVPD basis.

E_HOMO: -4.997 eV
Gap between HOMO and LUMO: 3.1 eV
Lowest unoccupied orbital energy: -1.85 eV

```
109
C42H52BrFN9O3Rb, DFT the ωB97M-V functional and the def2-TZVPD basis
Rb -1.089 1.604 -0.617
C -3.591 -4.793 -4.789
C -3.609 -4.541 -3.292
N -2.629 -3.547 -2.880
C -3.039 -2.248 -2.693
C -2.243 -1.210 -2.371
C -2.862 0.184 -2.178
O -2.385 1.066 -2.912
O -3.687 0.276 -1.255
C -0.833 -1.445 -2.174
O 0.004 -0.606 -1.842
C -0.395 -2.847 -2.377
C 0.961 -3.131 -2.180
C 1.393 -4.415 -2.322
F 2.711 -4.733 -2.177
C 0.510 -5.453 -2.639
C -0.823 -5.179 -2.857
C -1.302 -3.860 -2.723
N 0.989 -6.804 -2.742
C 1.689 -7.101 -3.971
C 1.779 -8.604 -4.142
N 2.470 -9.182 -2.928
C 1.757 -8.806 -1.647
C 1.701 -7.296 -1.581
H -4.335 -5.542 -5.061
H -2.616 -5.144 -5.125
H -3.818 -3.877 -5.334
H -3.445 -5.462 -2.726
H -4.584 -4.171 -2.974
H -4.107 -2.096 -2.789
H 1.624 -2.319 -1.915
H -1.482 -6.000 -3.093
H 2.701 -6.661 -3.999
H 1.137 -6.690 -4.816
H 2.358 -8.904 -5.014
H 0.792 -9.064 -4.168
H 3.423 -8.812 -2.886
H 2.547 -10.195 -3.014
H 2.318 -9.253 -0.828
H 0.766 -9.251 -1.715
H 2.723 -6.894 -1.499
H 1.169 -7.000 -0.676
C 1.939 0.066 0.723
N 2.527 1.070 1.588
C 2.962 0.578 2.879
C 2.372 2.398 1.327
N 1.406 2.813 0.568
C 1.615 3.943 -0.225
C 2.791 4.030 -0.945
C 3.067 5.097 -1.811
C 2.146 6.081 -1.982
C 0.902 6.026 -1.301
C -0.031 7.064 -1.548
C -1.251 7.045 -0.948
C -1.576 6.008 -0.066
C -0.693 4.993 0.247
N -1.121 3.960 1.079
C -1.853 4.214 2.122
N -2.789 3.322 2.551
C -3.301 2.282 1.674
C -2.990 3.045 3.961
N -1.761 5.346 2.924
C -2.953 6.018 3.391
C -0.583 6.175 2.938
C 0.600 4.960 -0.410
N 3.299 3.208 1.974
C 4.705 2.879 1.954
C 3.019 4.600 2.219
H 2.650 -0.758 0.611
H 1.745 0.490 -0.259
H 0.987 -0.291 1.131
H 2.221 -0.126 3.264
H 3.049 1.401 3.584
H 3.930 0.069 2.809
H 3.512 3.229 -0.836
H 4.009 5.120 -2.346
H 2.328 6.913 -2.650
H 0.244 7.850 -2.239
H -1.980 7.819 -1.154
H -2.563 5.981 0.379
H -3.240 2.605 0.637
H -4.356 2.115 1.901
H -2.737 1.352 1.804
H -2.394 3.724 4.566
H -2.679 2.019 4.177
H -4.044 3.155 4.235
H -3.829 5.401 3.214
H -3.083 6.970 2.859
H -2.891 6.236 4.462
H 0.278 5.590 2.636
H -0.417 6.543 3.955
H -0.666 7.034 2.261
H 4.849 1.866 1.590
H 5.145 2.954 2.954
H 5.244 3.568 1.290
H 1.945 4.742 2.265
H 3.421 5.256 1.438
H 3.453 4.889 3.181
Br -0.957 -2.321 6.535
C -0.998 -1.474 4.825
C -1.569 -2.125 3.742
C -1.579 -1.485 2.507
C -1.042 -0.208 2.233
C -0.495 0.371 3.397
C -0.458 -0.209 4.663
H -2.002 -3.110 3.871
H -2.058 -2.043 1.699
H -0.048 1.367 3.332
H -0.019 0.304 5.511
```

x:
Here is a structure of composition C42H52BrFN9O3Rb from OMol25. Energies are from the ωB97M-V functional and the def2-TZVPD basis.

E_HOMO: -4.494 eV
Gap between HOMO and LUMO: 2.4 eV
Lowest unoccupied orbital energy: -2.13 eV

```
109
C42H52BrFN9O3Rb, DFT the ωB97M-V functional and the def2-TZVPD basis
Rb 1.091 -2.903 -1.068
C 5.585 4.262 -3.251
C 5.608 3.681 -1.844
N 4.356 3.022 -1.487
C 4.265 1.655 -1.638
C 3.144 0.926 -1.482
C 3.160 -0.583 -1.735
O 2.578 -0.919 -2.783
O 3.713 -1.279 -0.864
C 1.918 1.582 -1.087
O 0.852 1.015 -0.879
C 2.035 3.051 -0.900
C 0.894 3.752 -0.498
C 0.963 5.101 -0.334
F -0.138 5.811 0.054
C 2.144 5.812 -0.567
C 3.273 5.134 -0.964
C 3.241 3.733 -1.127
N 2.194 7.240 -0.408
C 1.321 7.951 -1.327
C 1.649 9.429 -1.295
N 1.494 9.920 0.120
C 2.364 9.145 1.075
C 2.003 7.678 0.962
H 6.540 4.733 -3.485
H 4.799 5.009 -3.361
H 5.403 3.473 -3.980
H 5.840 4.445 -1.099
H 6.391 2.930 -1.763
H 5.197 1.173 -1.907
H -0.019 3.194 -0.333
H 4.170 5.708 -1.144
H 0.253 7.805 -1.097
H 1.490 7.580 -2.337
H 0.981 10.015 -1.923
H 2.685 9.611 -1.576
H 0.517 9.803 0.402
H 1.707 10.916 0.175
H 2.189 9.539 2.075
H 3.394 9.326 0.774
H 0.970 7.528 1.318
H 2.659 7.104 1.615
C -1.360 -0.831 -2.482
N -2.630 -0.780 -1.783
C -3.020 0.550 -1.363
C -2.962 -1.862 -0.979
N -2.032 -2.648 -0.580
C -2.316 -3.966 -0.191
C -3.019 -4.775 -1.050
C -3.327 -6.104 -0.726
C -2.951 -6.614 0.479
C -2.196 -5.830 1.383
C -1.782 -6.398 2.612
C -0.996 -5.690 3.469
C -0.574 -4.396 3.126
C -0.959 -3.794 1.949
N -0.355 -2.561 1.627
C -0.393 -1.595 2.468
N 0.600 -0.633 2.481
C 1.790 -0.882 1.690
C 0.223 0.769 2.533
N -1.388 -1.375 3.418
C -1.044 -1.167 4.805
C -2.730 -1.835 3.160
C -1.821 -4.499 1.045
N -4.323 -1.926 -0.695
C -5.301 -1.587 -1.710
C -4.889 -2.736 0.365
H -1.394 -0.120 -3.311
H -1.211 -1.829 -2.888
H -0.514 -0.557 -1.850
H -3.314 1.158 -2.225
H -2.188 1.058 -0.856
H -3.863 0.496 -0.677
H -3.312 -4.372 -2.013
H -3.850 -6.723 -1.444
H -3.167 -7.642 0.742
H -2.077 -7.417 2.832
H -0.659 -6.131 4.399
H 0.116 -3.865 3.771
H 2.131 -1.904 1.835
H 2.578 -0.202 2.019
H 1.623 -0.709 0.626
H -0.698 0.889 3.097
H 0.083 1.172 1.522
H 1.013 1.342 3.025
H -0.009 -0.841 4.880
H -1.164 -2.092 5.385
H -1.687 -0.401 5.249
H -2.903 -1.794 2.087
H -3.433 -1.155 3.651
H -2.923 -2.855 3.514
H -4.825 -1.083 -2.545
H -6.077 -0.937 -1.294
H -5.788 -2.499 -2.080
H -4.145 -3.032 1.095
H -5.332 -3.656 -0.033
H -5.672 -2.159 0.867
Br -1.310 -10.308 -0.772
C -0.586 -8.559 -1.073
C 0.120 -7.931 -0.068
C 0.587 -6.634 -0.292
C 0.387 -5.899 -1.478
C -0.333 -6.625 -2.448
C -0.816 -7.922 -2.277
H 0.284 -8.431 0.881
H 1.127 -6.181 0.542
H -0.545 -6.166 -3.415
H -1.372 -8.423 -3.063
```

Order from most stable to least stable according to the calculation: x, w

w:
Here is a structure of composition H20O10Xe from OMol25. Energies are from the ωB97M-V functional and the def2-TZVPD basis.

E_HOMO: -10.479 eV
Gap between HOMO and LUMO: 10.0 eV
Lowest unoccupied orbital energy: -0.44 eV

```
31
H20O10Xe, DFT the ωB97M-V functional and the def2-TZVPD basis
Xe 13.660 10.341 -10.749
O 15.658 12.529 -8.118
H 15.621 13.221 -7.457
H 15.481 11.723 -7.632
O 11.185 12.595 -11.783
H 11.835 12.871 -12.429
H 10.955 11.702 -12.039
O 13.740 10.196 -14.428
H 13.178 10.102 -15.198
H 13.536 11.067 -14.087
O 17.388 10.089 -8.017
H 18.269 10.448 -7.910
H 17.182 10.230 -8.941
O 11.289 7.740 -12.881
H 11.445 8.680 -12.964
H 12.141 7.339 -13.057
O 12.594 9.393 -7.312
H 11.754 9.669 -7.678
H 13.021 8.918 -8.024
O 16.606 12.233 -10.650
H 16.720 11.319 -10.909
H 16.092 12.192 -9.844
O 17.266 9.302 -10.865
H 17.085 8.776 -11.644
H 18.196 9.157 -10.689
O 9.592 11.987 -9.568
H 10.254 12.334 -10.167
H 9.181 11.271 -10.053
O 12.707 14.517 -9.985
H 11.821 14.791 -9.747
H 12.578 13.763 -10.561
```

x:
Here is a structure of composition H20O10Xe from OMol25. Energies are from the ωB97M-V functional and the def2-TZVPD basis.

E_HOMO: -10.651 eV
Gap between HOMO and LUMO: 10.5 eV
Lowest unoccupied orbital energy: -0.14 eV

```
31
H20O10Xe, DFT the ωB97M-V functional and the def2-TZVPD basis
Xe -20.991 -5.389 7.206
O -24.336 -3.354 6.238
H -24.278 -2.401 6.169
H -24.203 -3.536 7.168
O -21.990 -8.248 7.991
H -21.756 -8.418 7.079
H -21.175 -7.955 8.397
O -19.652 -3.146 9.836
H -19.516 -2.472 10.502
H -20.193 -2.720 9.171
O -19.475 -7.980 9.167
H -19.195 -7.140 8.803
H -18.928 -8.628 8.723
O -24.211 -3.872 9.115
H -23.612 -3.966 9.855
H -25.016 -4.303 9.402
O -16.783 -5.676 7.390
H -17.117 -4.935 6.885
H -17.326 -5.693 8.179
O -24.579 -7.481 6.984
H -24.364 -7.129 6.121
H -23.783 -7.355 7.500
O -18.160 -7.194 5.561
H -18.690 -6.522 5.133
H -17.515 -6.704 6.070
O -18.325 -5.511 9.646
H -18.960 -4.796 9.686
H -18.118 -5.700 10.561
O -21.236 -1.789 7.826
H -20.827 -2.016 6.991
H -22.169 -1.717 7.626
```

y:
Here is a structure of composition H20O10Xe from OMol25. Energies are from the ωB97M-V functional and the def2-TZVPD basis.

E_HOMO: -10.765 eV
Gap between HOMO and LUMO: 11.1 eV
Lowest unoccupied orbital energy: 0.33 eV

```
31
H20O10Xe, DFT the ωB97M-V functional and the def2-TZVPD basis
Xe 1.864 -5.181 -3.023
O 0.967 -7.649 -0.480
H 1.850 -7.637 -0.111
H 0.641 -8.530 -0.297
O -0.774 -5.798 0.468
H -0.076 -5.528 1.065
H -0.385 -6.496 -0.058
O 0.814 -8.886 -3.597
H 1.705 -9.194 -3.432
H 0.535 -8.502 -2.766
O 2.944 -1.609 -2.694
H 3.066 -2.380 -3.248
H 2.706 -0.910 -3.304
O -0.414 -6.935 -6.009
H -1.188 -7.215 -6.497
H -0.725 -6.816 -5.112
O 3.856 -9.280 -3.214
H 4.018 -9.658 -4.078
H 4.225 -8.399 -3.264
O 1.137 -4.726 -6.686
H 0.400 -4.115 -6.691
H 0.752 -5.566 -6.439
O 5.407 -6.874 -3.215
H 6.345 -6.982 -3.370
H 5.205 -6.004 -3.559
O 5.123 -4.250 -4.205
H 6.013 -4.083 -4.518
H 4.562 -3.762 -4.808
O 3.284 -3.106 -5.776
H 3.121 -2.348 -6.337
H 2.500 -3.647 -5.869
```

Order from most stable to least stable according to the calculation: y, x, w

w:
Here is an isolated molecule of C19H31N5O3 from OMol25. Energies are from the ωB97M-V functional and the def2-TZVPD basis.

E_HOMO: -9.083 eV
SMILES: C[C@@H]1CCOC[C@H]1C(=O)N(C)CCCCC(=O)N1CCc2c(nnn2C)C1
Gap between HOMO and LUMO: 9.7 eV
Lowest unoccupied orbital energy: 0.62 eV

```
58
C19H31N5O3, DFT the ωB97M-V functional and the def2-TZVPD basis
C 2.267 -2.669 -1.214
C 2.576 -2.336 0.239
C 1.595 -3.020 1.191
C 1.841 -2.603 2.630
O 1.762 -1.194 2.787
C 2.714 -0.538 1.984
C 2.509 -0.829 0.493
C 3.587 -0.071 -0.270
O 4.684 -0.576 -0.452
N 3.313 1.215 -0.644
C 4.320 1.974 -1.362
C 1.993 1.814 -0.548
C 1.107 1.524 -1.765
C -0.385 1.577 -1.445
C -0.826 2.839 -0.696
C -2.315 2.798 -0.425
O -3.105 3.310 -1.197
N -2.754 2.173 0.724
C -4.197 1.952 0.816
C -4.636 0.745 -0.032
C -3.629 -0.330 0.196
C -2.435 -0.187 0.849
N -1.764 -1.362 0.803
N -2.491 -2.225 0.162
N -3.622 -1.613 -0.216
C -4.648 -2.346 -0.925
C -1.980 1.128 1.400
H 1.262 -2.326 -1.480
H 2.987 -2.200 -1.888
H 2.302 -3.747 -1.381
H 3.594 -2.663 0.470
H 0.570 -2.751 0.919
H 1.685 -4.106 1.104
H 1.090 -3.024 3.298
H 2.832 -2.948 2.962
H 2.617 0.529 2.195
H 3.732 -0.849 2.261
H 1.504 -0.499 0.219
H 5.221 1.373 -1.433
H 3.977 2.222 -2.370
H 4.546 2.903 -0.833
H 1.502 1.472 0.365
H 2.134 2.890 -0.426
H 1.354 2.216 -2.574
H 1.345 0.521 -2.128
H -0.965 1.497 -2.367
H -0.630 0.691 -0.852
H -0.264 2.966 0.230
H -0.657 3.721 -1.314
H -4.430 1.771 1.867
H -4.712 2.851 0.493
H -5.642 0.433 0.258
H -4.665 1.030 -1.086
H -5.121 -1.691 -1.653
H -4.171 -3.178 -1.435
H -5.400 -2.728 -0.234
H -0.913 1.270 1.254
H -2.167 1.200 2.474
```

x:
Here is an isolated molecule of C19H31N5O3 from OMol25. Energies are from the ωB97M-V functional and the def2-TZVPD basis.

E_HOMO: -8.211 eV
SMILES: CC(C)CCn1c(CN2C[C@@H](C)O[C@@H](C)C2)nc2c1c(=O)n(C)c(=O)n2C
Gap between HOMO and LUMO: 8.9 eV
Lowest unoccupied orbital energy: 0.66 eV

```
58
C19H31N5O3, DFT the ωB97M-V functional and the def2-TZVPD basis
C -2.156 -3.817 0.608
C -0.703 -3.897 0.143
C -0.625 -4.630 -1.194
C -0.073 -2.507 0.002
C 0.240 -1.859 1.353
N 0.678 -0.495 1.196
C 0.053 0.668 1.505
C -1.303 0.793 2.134
N -2.400 1.238 1.301
C -2.740 0.403 0.165
C -1.963 0.763 -1.114
C -2.459 -0.033 -2.314
O -2.137 2.134 -1.413
C -1.690 2.975 -0.359
C -1.929 4.415 -0.788
C -2.442 2.643 0.939
N 0.792 1.729 1.217
C 1.931 1.242 0.688
C 1.901 -0.143 0.660
C 3.010 -0.911 0.186
O 3.106 -2.123 0.128
N 4.058 -0.088 -0.236
C 5.232 -0.790 -0.730
C 4.109 1.300 -0.236
O 5.082 1.906 -0.632
N 2.996 1.958 0.241
C 2.961 3.404 0.274
H -2.243 -3.339 1.581
H -2.578 -4.816 0.690
H -2.754 -3.255 -0.108
H -0.126 -4.462 0.883
H 0.409 -4.737 -1.510
H -1.063 -5.622 -1.111
H -1.166 -4.080 -1.961
H -0.742 -1.859 -0.568
H 0.864 -2.598 -0.548
H -0.635 -1.871 2.004
H 1.048 -2.419 1.834
H -1.598 -0.169 2.563
H -1.215 1.517 2.950
H -2.583 -0.643 0.427
H -3.807 0.556 -0.037
H -0.886 0.569 -0.954
H -1.900 0.253 -3.200
H -2.338 -1.100 -2.144
H -3.510 0.185 -2.484
H -0.613 2.808 -0.196
H -1.413 4.610 -1.723
H -1.562 5.096 -0.025
H -2.992 4.583 -0.940
H -2.038 3.235 1.759
H -3.499 2.901 0.800
H 5.977 -0.052 -1.013
H 5.620 -1.443 0.052
H 4.956 -1.402 -1.588
H 3.952 3.768 0.010
H 2.225 3.775 -0.440
H 2.683 3.734 1.274
```

Order from most stable to least stable according to the calculation: x, w